1.
{"formula": "C29H27Br2F5N7O4PbS2", "method": "ωB97M-V/def2-TZVPD", "symbols": ["Pb", "N", "C", "C", "N", "C", "C", "N", "H", "H", "H", "H", "H", "H", "H", "H", "H", "H", "H", "H", "H", "Br", "C", "C", "C", "Br", "C", "C", "C", "C", "N", "C", "C", "O", "H", "H", "H", "H", "F", "C", "C", "C", "C", "C", "F", "C", "C", "C", "C", "C", "C", "N", "H", "H", "H", "H", "H", "H", "F", "C", "F", "F", "S", "O", "O", "O", "S", "C", "N", "C", "C", "C", "N", "H", "H", "H", "H"], "positions_angstrom": [[0.225, 0.002, 0.206], [-2.938, 0.711, 2.064], [-4.150, -0.573, 0.513], [-3.186, -1.759, 0.466], [-2.206, -1.692, -0.615], [-1.943, -2.976, -1.245], [-0.506, -3.047, -1.757], [0.401, -3.302, -0.649], [-3.476, 1.397, 2.596], [-2.029, 1.141, 1.868], [-4.648, -0.431, -0.452], [-4.911, -0.787, 1.278], [-3.809, -2.661, 0.364], [-2.643, -1.811, 1.414], [-2.487, -1.004, -1.306], [-2.643, -3.193, -2.071], [-2.061, -3.758, -0.492], [-0.285, -2.119, -2.305], [-0.413, -3.880, -2.467], [1.330, -2.957, -0.859], [0.084, -2.816, 0.184], [-0.515, -3.216, 4.552], [0.260, -1.486, 4.548], [0.722, -0.942, 5.732], [1.269, 0.320, 5.732], [1.908, 1.034, 7.386], [1.347, 1.084, 4.558], [1.857, 2.396, 4.484], [1.841, 3.063, 3.288], [1.334, 2.416, 2.155], [0.888, 1.186, 2.196], [0.864, 0.506, 3.350], [0.308, -0.829, 3.306], [-0.105, -1.359, 2.237], [0.647, -1.508, 6.649], [2.248, 2.865, 5.377], [2.208, 4.075, 3.209], [1.279, 2.910, 1.199], [4.751, -2.669, 2.527], [4.335, -1.695, 1.678], [3.004, -1.605, 1.324], [2.544, -0.607, 0.468], [3.499, 0.287, -0.063], [4.831, 0.179, 0.337], [5.776, 1.075, -0.074], [5.272, -0.796, 1.208], [3.051, 1.305, -1.026], [3.908, 1.876, -1.970], [3.431, 2.854, -2.824], [2.105, 3.236, -2.727], [1.300, 2.590, -1.801], [1.759, 1.654, -0.988], [2.319, -2.329, 1.735], [6.306, -0.837, 1.509], [4.931, 1.554, -2.053], [4.092, 3.306, -3.553], [1.693, 4.001, -3.365], [0.250, 2.842, -1.717], [-4.818, 3.098, -0.449], [-3.626, 3.479, 0.077], [-3.491, 4.786, -0.217], [-3.777, 3.419, 1.417], [-2.164, 2.369, -0.743], [-3.556, 0.674, 0.767], [-1.723, 3.337, -1.758], [-1.195, 2.316, 0.399], [0.375, -0.046, -3.594], [-0.405, 0.282, -5.000], [0.291, 0.068, -6.197], [-0.258, 0.311, -7.399], [-1.529, 0.795, -7.471], [-2.198, 0.994, -6.231], [-1.668, 0.736, -5.080], [1.235, -0.282, -6.095], [0.347, 0.106, -8.272], [-2.004, 1.007, -8.413], [-3.210, 1.376, -6.211]], "mulliken_charge": [1.37, -0.38, -0.84, -0.44, 0.46, -1.22, 0.42, -0.66, 0.28, 0.01, 0.37, 0.34, 0.38, 0.19, 0.05, 0.36, 0.45, -0.51, 0.51, 0.34, 0.06, -0.24, -0.10, -0.39, 0.16, -0.29, 0.75, -0.82, -1.27, -0.47, 0.64, -0.39, 0.28, -0.35, 0.42, 0.31, 0.43, 0.46, -0.36, 0.34, -0.33, -0.15, 0.32, 0.44, -0.38, -0.82, -0.01, -0.88, -0.61, -0.82, -0.56, 0.62, 0.47, 0.50, 0.52, 0.40, 0.52, 0.27, -0.26, 0.47, -0.26, -0.23, 0.74, -0.10, -0.77, -0.73, -0.46, 0.18, -0.02, -0.01, -0.80, 0.11, -0.42, 0.23, 0.42, 0.36, 0.42], "e_homo_ev": -4.68, "total_charge": -1, "de_lowest_kj_mol": 365.9}

=====

2.
{"formula": "C29H27Cl5N3O8ReS3", "method": "ωB97M-V/def2-TZVPD", "symbols": ["Re", "Cl", "C", "C", "Cl", "C", "Cl", "C", "O", "C", "Cl", "C", "Cl", "O", "C", "O", "C", "C", "C", "C", "C", "C", "S", "H", "H", "H", "H", "C", "C", "C", "C", "C", "C", "C", "S", "C", "O", "H", "H", "H", "H", "H", "H", "H", "H", "H", "H", "C", "C", "S", "O", "O", "C", "C", "N", "C", "N", "C", "C", "N", "O", "O", "C", "H", "H", "H", "H", "H", "H", "H", "H", "H", "H", "H", "H", "H"], "positions_angstrom": [[0.919, -0.979, 0.674], [1.854, -6.881, -3.209], [1.845, -5.294, -2.569], [1.687, -5.098, -1.199], [1.514, -6.418, -0.123], [1.666, -3.800, -0.710], [1.529, -3.484, 0.998], [1.801, -2.684, -1.527], [1.774, -1.445, -1.028], [1.978, -2.895, -2.898], [2.162, -1.522, -3.914], [1.995, -4.187, -3.413], [2.192, -4.424, -5.097], [1.248, -0.553, 4.387], [0.762, -0.085, 3.398], [0.208, -0.893, 2.453], [0.647, 1.382, 3.164], [0.620, 2.166, 4.321], [0.510, 3.538, 4.254], [0.440, 4.159, 3.012], [0.467, 3.403, 1.858], [0.563, 2.009, 1.915], [0.357, 1.181, 0.364], [0.688, 1.662, 5.275], [0.475, 4.124, 5.162], [0.353, 5.236, 2.944], [0.394, 3.885, 0.891], [3.853, 5.779, 2.992], [3.866, 4.394, 2.415], [3.792, 3.274, 3.243], [3.789, 1.996, 2.716], [3.858, 1.846, 1.337], [3.913, 2.942, 0.486], [3.929, 4.212, 1.036], [3.870, 0.260, 0.592], [5.368, -0.429, 1.267], [2.823, -0.613, 1.352], [3.822, 5.759, 4.080], [2.982, 6.331, 2.636], [4.739, 6.335, 2.685], [3.726, 3.406, 4.315], [3.702, 1.135, 3.367], [3.942, 2.802, -0.586], [3.977, 5.076, 0.384], [5.310, -0.409, 2.353], [6.200, 0.176, 0.909], [5.455, -1.450, 0.902], [-6.502, 1.354, -2.749], [-6.483, 0.262, -3.806], [-4.952, -0.626, -3.891], [-3.862, 0.319, -3.966], [-5.065, -1.654, -4.891], [-4.795, -1.448, -2.313], [-3.579, -2.380, -2.391], [-2.703, -2.252, -1.220], [-1.550, -1.556, -1.205], [-0.952, -1.686, -0.016], [-1.744, -2.494, 0.761], [-2.828, -2.834, 0.025], [-3.952, -3.620, 0.455], [-4.912, -3.685, -0.293], [-3.857, -4.141, 1.541], [-1.033, -0.790, -2.363], [-7.432, 1.914, -2.828], [-5.672, 2.043, -2.892], [-6.452, 0.944, -1.741], [-6.579, 0.668, -4.815], [-7.264, -0.486, -3.670], [-5.707, -2.001, -2.100], [-4.649, -0.674, -1.561], [-2.960, -2.154, -3.257], [-3.894, -3.415, -2.474], [-1.514, -2.741, 1.782], [-1.838, -0.270, -2.883], [-0.539, -1.458, -3.075], [-0.297, -0.066, -2.027]], "mulliken_charge": [1.64, -0.16, 0.39, -0.13, -0.17, 1.14, -0.23, -0.67, -0.56, 0.27, -0.11, 0.17, -0.15, -0.61, 0.06, -0.55, 0.46, -0.78, -0.77, -0.64, -0.96, 1.37, -0.56, 0.46, 0.45, 0.50, 0.49, -1.63, 0.92, -0.95, -0.59, 0.84, -0.55, -0.73, 0.53, -1.17, -0.50, 0.37, 0.33, 0.45, 0.36, 0.33, 0.46, 0.44, 0.33, 0.46, 0.45, -1.11, -0.50, 1.22, -0.66, -0.67, -0.63, -1.72, 0.30, 0.83, 0.08, -0.47, -0.25, 1.05, -0.60, -0.60, -1.30, 0.38, 0.31, 0.29, 0.41, 0.40, 0.57, 0.44, 0.79, 0.36, 0.65, 0.42, 0.32, 0.21], "e_homo_ev": [-10.76, -10.76], "total_charge": 1, "de_lowest_kj_mol": 18.4, "s2": 0.7591, "spin_multiplicity": 2}

=====

| no. | calculated total energy (hartree) | strongest force on any atom (eV Å⁻¹) |
| --- | --- | --- |
| 1 | -8442.17574 | 1.27 |
| 2 | -5461.05003 | 0.59 |